1.
Here is 2 unconnected molecules or ions with the total composition CH7NOS at a distorted geometry from OMol25. Energies are from the ωB97M-V functional and the def2-TZVPD basis.

Kohn-Sham gap: 10.24 eV
energy above the lowest of the compared OMol25 structures with the same formula, charge and spin: 6.7 kcal/mol
structure (SMILES): NCO.S
E: -570.44762 a.u.
HOMO level: -9.37 eV

ORCA input file:
```
! wB97M-V def2-TZVPD RIJCOSX def2/J DEFGRID3
* xyz 0 1
N 2.032 -1.430 -0.220
C 1.391 -0.698 -1.303
O 1.025 -1.632 -2.303
H 1.425 -2.189 0.045
H 2.263 -0.895 0.597
H 2.114 -0.038 -1.716
H 0.497 -0.172 -0.948
H 1.666 -1.522 -3.016
S -3.921 3.437 2.745
H -3.844 2.712 3.873
H -4.649 2.426 2.246
*
```

2.
Here is a molecular structure, C30H33AsFPSZr from OMol25. Energies are from the ωB97M-V functional and the def2-TZVPD basis.

Kohn-Sham gap: 6.93 eV
energy above the lowest of the compared OMol25 structures with the same formula, charge and spin: 29.3 kcal/mol
E: -4284.66085 a.u.
HOMO level: -14.24 eV

ORCA input file:
```
! wB97M-V def2-TZVPD RIJCOSX def2/J DEFGRID3
* xyz 2 1
Zr -0.470 0.722 -0.343
S -1.271 -1.313 0.673
C -2.182 -0.724 2.107
C -3.307 -1.469 2.451
C -4.046 -1.131 3.575
C -3.676 -0.048 4.359
C -2.568 0.710 4.010
C -1.816 0.377 2.889
As -0.318 1.478 2.358
C -1.278 2.579 0.972
C -2.669 2.685 0.884
C -3.239 3.612 0.013
C -2.434 4.394 -0.804
C -1.048 4.261 -0.768
C -0.471 3.362 0.118
C -0.208 2.784 3.758
C 0.539 2.400 4.867
C 0.645 3.262 5.947
C 0.021 4.502 5.906
C -0.712 4.882 4.790
C -0.834 4.022 3.706
H -3.592 -2.318 1.843
H -4.911 -1.726 3.841
H -4.245 0.207 5.243
H -2.284 1.560 4.617
H -3.296 2.069 1.514
H -4.316 3.718 -0.026
H -2.885 5.108 -1.482
H -0.423 4.872 -1.407
H 0.612 3.336 0.220
H 1.031 1.437 4.900
H 1.218 2.968 6.816
H 0.109 5.177 6.748
H -1.197 5.849 4.761
H -1.417 4.329 2.850
C 2.696 -0.939 2.175
C 3.189 -0.124 0.978
P 2.060 -0.106 -0.446
C 2.922 0.801 -1.785
C 4.449 0.674 -1.814
C 1.847 -1.853 -0.949
C 3.080 -2.530 -1.548
H 3.388 -0.819 3.009
H 2.648 -2.004 1.946
H 1.710 -0.622 2.507
H 4.123 -0.534 0.593
H 3.387 0.913 1.254
H 2.645 1.852 -1.676
H 2.476 0.472 -2.725
H 4.907 1.139 -0.943
H 4.830 1.187 -2.697
H 4.782 -0.361 -1.865
H 1.011 -1.913 -1.647
H 1.510 -2.361 -0.046
H 3.386 -2.067 -2.485
H 2.846 -3.574 -1.759
H 3.927 -2.516 -0.860
F -2.398 0.867 -6.288
C -1.962 0.793 -5.038
C -0.816 0.060 -4.774
C -0.369 -0.004 -3.469
C -1.045 0.648 -2.417
C -2.210 1.368 -2.750
C -2.672 1.452 -4.048
H -0.303 -0.443 -5.584
H 0.528 -0.581 -3.283
H -2.791 1.871 -1.986
H -3.570 1.998 -4.308
*
```

3.
Here is 7 unconnected molecules or ions with the total composition C38H78N2O12S5 at a distorted geometry from OMol25. Energies are from the ωB97M-V functional and the def2-TZVPD basis.

Kohn-Sham gap: 8.59 eV
energy above the lowest of the compared OMol25 structures with the same formula, charge and spin: 164.8 kcal/mol
structure (SMILES): CC1(C)CCCC(C)(C)N1O.CC1(C)CCCC(C)(C)N1O.O=S1(=O)CCCC1.O=S1(=O)CCCC1.O=S1(=O)CCCC1.O=S1(=O)CCCC1.O=S1(=O)CCCC1
E: -4497.61935 a.u.
HOMO level: -8.28 eV

ORCA input file:
```
! wB97M-V def2-TZVPD RIJCOSX def2/J DEFGRID3
* xyz 0 1
C -2.803 0.634 2.036
C -1.602 -0.372 2.269
C -0.783 0.182 3.425
C -2.373 -1.699 2.587
C -1.452 -2.886 2.349
C -0.793 -2.944 1.017
C 0.003 -1.632 0.695
C 1.311 -1.657 1.366
C 0.249 -1.755 -0.774
N -0.828 -0.433 1.012
O -0.247 0.803 0.653
H -3.239 0.681 3.033
H -2.429 1.617 1.752
H -3.387 0.254 1.197
H -0.225 1.108 3.286
H -1.442 0.274 4.288
H 0.019 -0.507 3.689
H -2.508 -1.661 3.668
H -3.408 -1.858 2.285
H -0.704 -3.112 3.109
H -2.019 -3.809 2.469
H -1.565 -3.231 0.304
H -0.116 -3.775 1.216
H 1.358 -1.358 2.413
H 1.854 -0.739 1.140
H 1.871 -2.578 1.209
H -0.653 -2.217 -1.177
H 1.085 -2.412 -1.016
H 0.535 -0.790 -1.191
H -0.521 0.897 -0.262
C 7.243 9.565 0.873
C 7.751 8.110 0.566
C 9.175 7.770 1.295
C 6.779 7.124 1.269
C 5.450 7.008 0.617
C 5.697 6.573 -0.817
C 6.608 7.492 -1.779
C 6.951 6.631 -2.954
C 5.848 8.747 -2.184
N 7.839 7.717 -0.852
O 8.894 8.338 -1.642
H 8.042 10.299 0.767
H 6.453 9.949 0.228
H 7.049 9.724 1.933
H 9.540 6.888 0.770
H 9.993 8.477 1.158
H 9.060 7.352 2.295
H 7.326 6.181 1.295
H 6.544 7.377 2.303
H 4.854 6.188 1.017
H 4.914 7.952 0.710
H 4.707 6.337 -1.206
H 6.266 5.651 -0.697
H 6.164 5.959 -3.298
H 7.868 6.077 -2.750
H 7.117 7.273 -3.819
H 5.174 9.210 -1.464
H 5.237 8.643 -3.081
H 6.496 9.603 -2.373
H 9.658 7.869 -1.300
O 7.476 -10.321 -3.246
S 8.504 -9.311 -3.538
O 8.868 -9.155 -4.937
C 7.871 -7.783 -2.877
C 8.281 -7.838 -1.452
C 9.748 -8.285 -1.359
C 9.934 -9.493 -2.357
H 6.804 -7.744 -3.097
H 8.595 -7.047 -3.227
H 8.126 -6.815 -1.108
H 7.679 -8.474 -0.803
H 10.014 -8.533 -0.331
H 10.380 -7.501 -1.776
H 9.943 -10.489 -1.913
H 10.848 -9.304 -2.920
O -8.782 -3.200 -5.012
S -7.694 -3.788 -4.244
O -7.765 -3.909 -2.765
C -7.391 -5.420 -5.049
C -6.006 -5.267 -5.705
C -5.205 -4.176 -5.184
C -6.174 -2.946 -4.914
H -8.298 -5.469 -5.651
H -7.470 -6.268 -4.369
H -5.441 -6.144 -5.387
H -6.042 -5.220 -6.794
H -4.300 -4.012 -5.769
H -4.907 -4.531 -4.197
H -6.520 -2.519 -5.855
H -5.909 -2.229 -4.137
O -12.697 -7.755 4.248
S -11.384 -7.537 4.796
O -11.199 -6.614 5.904
C -10.787 -9.195 5.305
C -9.514 -9.446 4.558
C -9.467 -8.688 3.249
C -9.999 -7.325 3.573
H -11.639 -9.832 5.063
H -10.769 -9.257 6.393
H -8.674 -9.074 5.145
H -9.278 -10.487 4.335
H -10.115 -9.131 2.493
H -8.588 -8.762 2.609
H -10.534 -6.788 2.791
H -9.230 -6.720 4.054
O 0.579 0.303 -11.093
S 1.100 0.756 -9.808
O 1.297 -0.172 -8.725
C 2.592 1.816 -10.080
C 2.191 3.284 -10.231
C 0.573 3.377 -10.323
C 0.047 2.256 -9.386
H 3.304 1.580 -10.872
H 2.978 1.724 -9.065
H 2.577 3.983 -9.489
H 2.627 3.515 -11.204
H -0.021 3.628 -11.202
H 0.205 4.300 -9.874
H -0.994 1.954 -9.501
H 0.129 2.443 -8.315
O -3.834 7.510 11.356
S -4.820 6.491 11.709
O -4.961 6.035 13.069
C -6.479 6.908 11.158
C -6.676 6.233 9.723
C -5.953 4.865 9.781
C -4.751 4.900 10.679
H -6.748 7.940 11.382
H -7.150 6.319 11.783
H -7.717 6.075 9.441
H -6.128 6.960 9.124
H -5.709 4.419 8.817
H -6.784 4.273 10.166
H -3.821 4.928 10.111
H -4.827 4.087 11.402
*
```

4.
Here is a molecular structure, C42H39N11PS2Ti at a distorted geometry from OMol25. Energies are from the ωB97M-V functional and the def2-TZVPD basis.

Kohn-Sham gap: 4.75 eV
energy above the lowest of the compared OMol25 structures with the same formula, charge and spin: 17.4 kcal/mol
E: -4213.03757 a.u.
HOMO level: -9.79 eV

ORCA input file:
```
! wB97M-V def2-TZVPD RIJCOSX def2/J DEFGRID3
* xyz 1 1
Ti 0.709 0.624 1.461
N -0.678 -1.712 3.938
C 0.098 -0.574 4.348
N 0.085 -0.122 5.596
N 0.860 1.004 5.503
N 1.239 1.237 4.252
N 0.825 0.207 3.500
C -0.263 -2.340 2.774
N -0.211 -3.620 2.569
N 0.219 -3.686 1.281
N 0.482 -2.508 0.814
N 0.215 -1.561 1.742
H -0.822 -2.388 4.671
S 4.191 6.736 -0.022
C 5.808 6.237 -0.036
C 5.990 4.933 0.417
C 4.765 4.365 0.749
C 3.650 5.200 0.605
C 2.286 4.691 0.749
C 2.069 3.450 1.312
N 0.917 2.726 1.186
C -0.051 3.270 0.372
C 0.032 4.661 -0.095
C -1.115 5.131 -0.785
C -2.201 4.352 -1.088
C -2.398 3.083 -0.499
C -3.605 2.401 -0.305
C -3.638 1.274 0.585
C -2.454 0.775 1.125
N -1.266 1.268 0.792
C -1.246 2.542 0.217
C -4.917 0.550 0.848
C -5.898 0.449 -0.116
C -7.042 -0.261 0.302
C -6.883 -0.699 1.604
S -5.487 -0.101 2.355
C 1.161 5.423 0.135
H 6.490 6.963 -0.394
H 6.962 4.464 0.301
H 4.692 3.320 1.056
H 2.905 2.899 1.761
H -1.113 6.138 -1.223
H -2.989 4.720 -1.718
H -4.521 2.812 -0.620
H -2.412 -0.153 1.693
H -5.785 0.771 -1.133
H -7.951 -0.446 -0.263
H -7.531 -1.272 2.224
H 1.260 6.453 -0.150
C -4.355 -1.820 -3.485
C -2.950 -2.076 -2.964
P -2.580 -3.273 -1.601
C -2.826 -4.957 -2.228
C -1.835 -5.883 -1.482
C -4.177 -3.143 -0.643
C -4.234 -4.038 0.578
H -4.343 -1.138 -4.338
H -5.032 -1.401 -2.751
H -4.730 -2.793 -3.859
H -2.518 -1.134 -2.525
H -2.351 -2.443 -3.810
H -2.647 -4.910 -3.311
H -3.899 -5.299 -2.048
H -0.955 -6.141 -2.119
H -2.369 -6.826 -1.207
H -1.398 -5.398 -0.577
H -4.979 -3.474 -1.377
H -4.411 -2.094 -0.373
H -4.619 -5.049 0.353
H -4.857 -3.583 1.394
H -3.279 -4.235 1.117
C 7.046 -1.756 0.710
C 6.082 -2.153 -0.200
C 4.749 -1.691 -0.045
C 4.451 -0.826 0.981
C 5.437 -0.521 1.944
C 6.746 -0.785 1.694
C 3.242 -0.052 1.207
C 2.173 0.056 0.365
C 2.187 0.148 -1.080
C 3.367 0.585 -1.739
C 3.549 0.471 -3.121
C 2.484 0.096 -3.871
C 1.215 -0.044 -3.267
C 1.102 -0.171 -1.898
H 8.110 -2.030 0.628
H 6.254 -2.807 -1.066
H 4.027 -1.894 -0.840
H 5.110 -0.062 2.899
H 7.520 -0.430 2.341
H 3.218 0.444 2.220
H 4.213 0.940 -1.146
H 4.484 0.769 -3.509
H 2.576 -0.043 -4.953
H 0.352 -0.197 -3.951
H 0.214 -0.619 -1.436
*
```

5.
Here is 11 unconnected molecules or ions with the total composition C46H39Cl12N7O14 at a distorted geometry from OMol25. Energies are from the ωB97M-V functional and the def2-TZVPD basis.

Kohn-Sham gap: 8.01 eV
energy above the lowest of the compared OMol25 structures with the same formula, charge and spin: 9.6 kcal/mol
structure (SMILES): O=[N+]([O-])c1ccccc1.O=[N+]([O-])c1ccccc1.O=[N+]([O-])c1ccccc1.O=[N+]([O-])c1ccccc1.O=[N+]([O-])c1ccccc1.O=[N+]([O-])c1ccccc1.O=[N+]([O-])c1ccccc1.ClC(Cl)Cl.ClC(Cl)Cl.ClC(Cl)Cl.ClC(Cl)Cl
E: -8734.50258 a.u.
HOMO level: -9.32 eV

ORCA input file:
```
! wB97M-V def2-TZVPD RIJCOSX def2/J DEFGRID3
* xyz 0 1
O -2.007 1.246 -2.510
N -0.935 1.326 -3.197
O 0.169 0.995 -2.792
C -0.908 1.969 -4.567
C -2.156 2.248 -5.178
C -2.285 2.933 -6.349
C -1.107 3.327 -6.993
C 0.169 3.035 -6.495
C 0.277 2.367 -5.266
H -3.051 1.960 -4.647
H -3.208 3.260 -6.806
H -1.152 3.855 -7.934
H 1.091 3.216 -7.027
H 1.179 2.151 -4.713
O -7.114 2.215 -5.731
N -6.190 2.259 -4.907
O -5.368 3.168 -4.856
C -5.968 1.148 -3.985
C -5.107 1.255 -2.865
C -4.925 0.254 -1.967
C -5.664 -0.951 -2.129
C -6.598 -1.035 -3.163
C -6.812 -0.018 -4.050
H -4.546 2.159 -2.681
H -4.220 0.289 -1.150
H -5.520 -1.723 -1.388
H -7.147 -1.964 -3.210
H -7.527 -0.113 -4.854
O 0.990 1.892 5.045
N 1.792 1.768 5.987
O 1.459 1.535 7.134
C 3.256 1.523 5.745
C 3.761 1.868 4.468
C 5.076 1.555 4.110
C 5.950 1.061 5.099
C 5.442 0.791 6.372
C 4.135 1.005 6.684
H 3.089 2.194 3.688
H 5.468 1.759 3.124
H 7.007 0.870 4.990
H 6.168 0.398 7.069
H 3.825 0.925 7.716
O 3.150 -1.940 -2.431
N 4.167 -1.702 -3.178
O 5.257 -1.348 -2.730
C 4.050 -1.974 -4.636
C 5.049 -1.602 -5.514
C 4.916 -1.871 -6.866
C 3.817 -2.504 -7.379
C 2.835 -2.911 -6.501
C 2.891 -2.569 -5.162
H 5.897 -1.025 -5.175
H 5.729 -1.480 -7.461
H 3.660 -2.721 -8.426
H 2.017 -3.450 -6.954
H 2.099 -2.915 -4.515
O 1.070 -1.355 5.164
N 2.034 -2.134 5.047
O 3.197 -1.774 5.093
C 1.745 -3.538 4.949
C 2.719 -4.362 5.493
C 2.485 -5.761 5.824
C 1.246 -6.262 5.393
C 0.286 -5.462 4.840
C 0.449 -4.080 4.645
H 3.559 -3.893 5.983
H 3.277 -6.335 6.282
H 0.987 -7.307 5.477
H -0.646 -5.913 4.531
H -0.429 -3.594 4.247
O -3.382 2.331 1.362
N -2.923 2.879 0.370
O -3.554 3.404 -0.543
C -1.459 2.990 0.296
C -0.711 2.608 1.411
C 0.662 2.774 1.399
C 1.325 3.227 0.224
C 0.593 3.685 -0.865
C -0.815 3.511 -0.864
H -1.224 2.342 2.323
H 1.219 2.472 2.273
H 2.400 3.267 0.127
H 1.130 4.070 -1.720
H -1.518 3.811 -1.627
O -2.813 -0.719 2.860
N -2.501 -1.023 1.709
O -3.243 -1.578 0.870
C -1.092 -0.897 1.311
C -0.679 -1.026 -0.062
C 0.663 -0.858 -0.454
C 1.605 -0.445 0.517
C 1.195 -0.231 1.876
C -0.102 -0.466 2.247
H -1.343 -1.365 -0.843
H 0.911 -0.983 -1.497
H 2.596 -0.110 0.249
H 1.849 0.117 2.662
H -0.383 -0.441 3.290
Cl -4.010 0.636 5.903
C -2.342 1.205 6.226
Cl -2.100 1.694 7.941
Cl -2.301 2.688 5.211
H -1.600 0.523 5.811
Cl 5.379 2.013 0.149
C 6.042 0.368 0.405
Cl 4.834 -0.679 1.230
Cl 7.692 0.319 1.262
H 6.197 0.040 -0.622
Cl -6.584 1.874 3.705
C -6.314 0.264 2.951
Cl -7.225 -0.075 1.426
Cl -6.687 -0.930 4.211
H -5.242 0.208 2.763
Cl -3.231 -3.766 -3.236
C -2.533 -2.248 -3.814
Cl -3.137 -1.884 -5.439
Cl -0.741 -2.379 -3.681
H -2.801 -1.413 -3.166
*
```

6.
Here is a gas-phase ion, C5H6NOS2 (charge -1) at a distorted geometry from OMol25. Energies are from the ωB97M-V functional and the def2-TZVPD basis.

Kohn-Sham gap: 6.58 eV
energy above the lowest of the compared OMol25 structures with the same formula, charge and spin: 54.4 kcal/mol
E: -1120.45783 a.u.
HOMO level: -3.10 eV

ORCA input file:
```
! wB97M-V def2-TZVPD RIJCOSX def2/J DEFGRID3
* xyz -1 1
C -2.388 0.260 0.039
C -2.329 -0.850 0.875
C -0.164 0.489 0.348
C 1.828 0.009 -1.029
C 1.215 0.944 0.040
N -1.217 0.939 -0.241
O 0.630 -1.851 0.945
S -3.248 -2.092 1.484
S -0.338 -0.822 1.572
H -3.260 0.699 -0.363
H 2.064 -1.119 -0.979
H 2.891 0.312 -1.151
H 1.243 0.146 -1.906
H 1.225 1.899 -0.509
H 1.848 1.037 0.876
*
```

7.
Here is a single C5H6O molecule at a distorted geometry from OMol25. Energies are from the ωB97M-V functional and the def2-TZVPD basis.

Kohn-Sham gap: 9.24 eV
energy above the lowest of the compared OMol25 structures with the same formula, charge and spin: 58.1 kcal/mol
structure (SMILES): Cc1ccco1
E: -269.25359 a.u.
HOMO level: -8.23 eV

ORCA input file:
```
! wB97M-V def2-TZVPD RIJCOSX def2/J DEFGRID3
* xyz 0 1
C -1.971 -0.146 -0.008
C -0.419 -0.097 0.016
C 0.442 1.040 0.016
C 1.726 0.482 -0.034
C 1.698 -0.862 -0.104
O 0.335 -1.225 0.137
H -2.081 -0.957 -0.875
H -2.431 0.827 -0.549
H -2.208 -0.499 1.154
H 0.341 2.075 0.112
H 2.472 1.221 0.312
H 2.097 -1.858 -0.177
*
```

8.
Here is 2 unconnected molecules or ions with the total composition C6H17N2O at a distorted geometry from OMol25. Energies are from the ωB97M-V functional and the def2-TZVPD basis.

Kohn-Sham gap: 9.52 eV
energy above the lowest of the compared OMol25 structures with the same formula, charge and spin: 64.9 kcal/mol
E: -423.25625 a.u.
HOMO level: -12.80 eV

ORCA input file:
```
! wB97M-V def2-TZVPD RIJCOSX def2/J DEFGRID3
* xyz 1 1
N -2.451 -0.559 0.733
C -1.847 0.766 1.068
C -0.821 0.922 -0.088
N 0.338 0.017 0.101
C 0.889 -0.574 -1.127
C 2.137 0.238 -1.363
C 2.351 1.349 -0.348
C 1.384 0.832 0.779
H -1.705 -1.245 0.932
H -3.242 -0.829 1.340
H -2.571 -0.686 -0.273
H -1.317 0.839 2.039
H -2.678 1.541 0.844
H -1.253 0.804 -1.133
H -0.548 1.968 -0.281
H 0.092 -0.608 -1.931
H 1.290 -1.562 -0.786
H 2.995 -0.459 -1.144
H 2.465 0.454 -2.409
H 2.022 2.283 -0.826
H 3.297 1.488 0.154
H 1.042 1.723 1.334
H 2.017 0.354 1.556
H -1.913 -3.428 0.671
H -0.556 -2.629 0.191
O -1.420 -2.999 -0.033
*
```